Record 1
The following is a quantum chemistry calculation of a structure of composition C29H21N4O4Pt, from the OMol25 dataset.

Properties
HOMO energy (alpha / beta): -9.948 / -11.052 eV
relative energy (zero: lowest compared OMol25 entry of this formula, charge and spin): 117.5 kcal/mol
Kohn-Sham gap (alpha / beta): 0.2562 / 0.1625 Ha
2S+1: 5
E_LUMO (alpha / beta): -3.0 / -6.6 eV
total charge: +1
<S²>: 6.07

Last column: Mulliken spin population.
CARTESIAN COORDINATES (ANGSTROEM)
Pt: 9.340 13.267 6.644  0.11
C: 6.503 13.240 4.380  -0.06
C: 7.659 12.444 4.070  0.38
C: 8.886 13.164 4.462  0.08
C: 8.464 14.430 4.996  0.09
C: 6.988 14.394 4.991  0.34
H: 5.484 12.903 4.248  0.00
H: 7.621 11.550 3.519  0.01
H: 9.893 13.015 4.116  0.00
H: 8.994 15.345 5.059  0.02
H: 6.345 15.269 5.236  0.00
C: 12.571 3.518 13.711  0.02
O: 11.662 4.445 14.159  0.16
C: 11.031 5.012 13.095  0.33
C: 11.203 4.712 11.728  -0.04
C: 10.615 5.497 10.788  0.23
C: 9.533 6.436 11.113  0.22
C: 9.235 6.534 12.486  0.14
C: 10.010 5.929 13.453  0.04
N: 9.203 7.175 10.124  0.35
N: 8.313 8.122 10.188  0.82
C: 8.166 9.222 9.601  0.16
C: 6.889 9.727 9.093  0.06
C: 6.498 10.634 8.239  0.01
C: 7.704 11.540 7.970  0.14
O: 7.562 12.326 6.986  0.18
C: 8.860 11.512 8.748  0.13
N: 9.865 12.311 8.446  0.02
C: 10.977 12.228 9.025  0.00
C: 11.318 11.262 10.128  0.05
C: 10.421 10.245 10.230  0.00
C: 9.016 10.308 9.582  0.03
H: 13.192 3.325 14.628  0.00
H: 13.132 3.911 12.899  0.00
H: 11.953 2.613 13.558  0.00
H: 11.865 4.005 11.174  0.00
H: 10.926 5.266 9.776  0.01
H: 8.483 7.208 12.918  0.01
H: 9.630 6.097 14.493  -0.01
H: 6.192 8.918 9.267  -0.02
H: 5.519 10.665 7.914  0.00
H: 11.870 12.802 8.965  -0.01
H: 12.296 11.363 10.595  0.00
H: 10.535 9.426 10.899  0.00
O: 12.369 12.278 6.528  0.00
C: 12.365 13.494 6.556  0.00
N: 11.205 14.269 6.598  0.00
C: 11.578 15.663 6.640  0.00
O: 10.841 16.627 6.591  0.00
C: 13.096 15.728 6.792  0.00
C: 13.959 16.744 7.029  0.00
C: 15.312 16.395 7.113  0.00
C: 15.710 15.072 7.025  0.00
C: 14.835 14.050 6.788  0.00
C: 13.512 14.407 6.637  0.00
H: 13.655 17.799 7.025  0.00
H: 16.099 17.147 7.116  0.00
H: 16.745 14.807 7.167  0.00
H: 15.004 13.009 6.635  0.00

Forces on atoms 1 to 2 (eV/Å):
0.550 1.132 0.056
2.361 -0.666 0.393

***

Record 2
The following is a quantum chemistry calculation of a structure of composition C29H21N6PS12V, from the OMol25 dataset.

Properties
HOMO energy (alpha / beta): -1.491 / -1.485 eV
relative energy (zero: lowest compared OMol25 entry of this formula, charge and spin): 50.0 kcal/mol
Kohn-Sham gap (alpha / beta): 0.1802 / 0.1799 Ha
2S+1: 4
E_LUMO (alpha / beta): 3.4 / 3.4 eV
total charge: -2
<S²>: 3.77

Last column: Mulliken spin population.
CARTESIAN COORDINATES (ANGSTROEM)
V: -0.003 -0.755 1.582  2.92
N: -0.912 -2.129 -1.202  0.02
P: 0.417 0.135 -2.051  0.01
C: 0.963 1.883 -2.172  0.00
C: -0.044 2.815 -1.597  0.00
C: 0.278 4.312 -1.508  0.00
C: 1.659 4.654 -1.985  0.00
C: 2.497 3.748 -2.490  0.00
C: 2.160 2.318 -2.558  0.00
C: -0.774 0.202 -3.465  0.00
C: -0.246 0.499 -4.722  0.00
C: -1.051 0.500 -5.853  0.00
C: -2.402 0.195 -5.743  0.00
C: -2.934 -0.112 -4.498  0.00
C: -2.127 -0.112 -3.366  0.00
C: 0.259 -2.662 -0.896  -0.02
C: 0.871 -3.737 -1.625  -0.01
C: 2.133 -4.157 -1.324  0.00
C: 2.845 -3.545 -0.277  0.00
C: 2.201 -2.556 0.423  0.07
N: 0.952 -2.123 0.162  -0.09
H: -1.295 -2.607 -2.013  0.00
H: -0.990 2.682 -2.129  0.00
H: -0.440 4.890 -2.090  0.00
H: 1.950 5.693 -1.882  0.00
H: 3.485 4.052 -2.818  0.00
H: 2.921 1.617 -2.890  0.00
H: 0.806 0.745 -4.814  0.00
H: -0.624 0.743 -6.818  0.00
H: -3.036 0.197 -6.622  0.00
H: -3.986 -0.352 -4.402  0.00
H: -2.544 -0.358 -2.397  0.00
H: 0.304 -4.191 -2.430  0.00
H: 2.584 -4.964 -1.894  0.00
H: 3.847 -3.846 -0.004  0.00
H: 2.684 -2.084 1.269  0.01
N: -0.947 -4.196 1.469  0.01
C: -1.950 -3.313 1.652  0.02
N: -1.782 -2.030 1.804  -0.08
C: -2.969 -1.373 2.045  0.04
C: -4.076 -2.145 1.994  0.00
S: -3.625 -3.786 1.679  0.00
C: -2.847 0.019 2.475  0.01
C: -3.838 0.886 2.767  -0.01
S: -3.170 2.327 3.441  0.00
C: -1.566 1.662 3.267  -0.02
N: -1.560 0.470 2.716  0.02
N: -0.461 2.320 3.637  0.02
H: -0.033 -3.863 1.776  0.00
H: -1.139 -5.161 1.674  0.00
H: -5.099 -1.871 2.188  0.00
H: -4.900 0.756 2.640  0.00
H: -0.575 3.212 4.087  0.00
H: 0.311 1.740 4.015  0.01
S: -0.167 6.441 0.311  0.00
C: 0.012 4.721 -0.024  0.00
S: -1.427 3.622 0.453  0.00
C: -0.341 2.278 -0.160  0.01
C: 0.908 2.343 0.725  0.05
S: 1.678 1.066 1.431  -0.06
S: 1.404 3.960 0.978  0.03
S: -0.943 0.581 -0.408  0.03
S: 6.371 -2.770 5.326  0.00
C: 4.864 -2.118 5.020  0.00
S: 3.664 -2.878 4.065  0.00
C: 2.358 -1.718 4.267  0.01
C: 2.640 -0.643 5.052  -0.01
S: 1.644 0.669 5.563  -0.01
S: 4.283 -0.656 5.700  0.00
S: 0.866 -2.141 3.472  -0.01

Forces on atoms 1 to 2 (eV/Å):
-0.219 -0.226 -0.032
-0.017 0.026 0.037

***

Record 3
The following is a quantum chemistry calculation of a cluster of 2 separate species, C29H21NO3 in total, from the OMol25 dataset.

Properties
HOMO energy: -7.336 eV
Kohn-Sham gap: 0.2466 Ha
2S+1: 1
E_LUMO: -0.6 eV

Last column: Löwdin charge in e.
CARTESIAN COORDINATES (ANGSTROEM)
C: 5.245 1.202 -1.287  -0.10
C: 5.221 0.079 -0.464  -0.08
C: 4.149 -0.120 0.401  -0.02
C: 3.054 0.756 0.422  -0.16
C: 1.902 0.364 1.307  -0.38
C: 0.598 0.861 0.996  -0.09
N: -0.320 1.057 2.037  -0.02
C: -0.413 0.203 3.117  0.00
C: -1.470 0.312 4.002  -0.04
C: -2.347 1.386 3.925  -0.05
C: -2.141 2.336 2.905  -0.05
C: -1.145 2.153 1.985  -0.02
O: 2.122 -0.445 2.232  -0.01
C: 3.133 1.940 -0.336  -0.03
C: 4.216 2.138 -1.216  -0.09
H: 6.077 1.355 -1.978  0.10
H: 6.017 -0.661 -0.492  0.11
H: 4.135 -0.985 1.063  0.12
H: 0.492 1.584 0.183  0.12
H: 0.385 -0.514 3.231  0.12
H: -1.561 -0.484 4.744  0.13
H: -3.169 1.476 4.638  0.11
H: -2.779 3.211 2.834  0.11
H: -0.906 2.887 1.208  0.14
H: 2.361 2.711 -0.227  0.11
H: 4.237 3.040 -1.852  0.11
C: -5.606 0.358 -2.135  -0.06
C: -4.266 0.168 -2.499  0.00
C: -3.373 -0.293 -1.534  -0.09
C: -3.796 -0.558 -0.223  -0.09
C: -5.126 -0.353 0.146  0.00
C: -6.030 0.102 -0.821  -0.07
C: -2.639 -1.006 0.593  -0.30
O: -2.660 -1.433 1.738  0.08
C: -1.445 -0.899 -0.300  -0.07
C: -0.204 -1.285 0.115  0.04
C: 0.922 -1.588 -0.785  -0.20
C: 1.352 -0.643 -1.729  -0.05
C: 2.428 -0.906 -2.563  -0.07
C: 3.107 -2.124 -2.477  -0.08
C: 2.689 -3.074 -1.531  -0.08
C: 1.606 -2.812 -0.697  -0.02
C: -1.903 -0.506 -1.669  -0.27
O: -1.267 -0.383 -2.708  0.09
H: -6.324 0.715 -2.880  0.11
H: -3.900 0.384 -3.500  0.12
H: -5.422 -0.533 1.176  0.12
H: -7.075 0.266 -0.551  0.10
H: -0.129 -1.651 1.142  0.13
H: 0.823 0.304 -1.813  0.11
H: 2.734 -0.155 -3.303  0.11
H: 3.962 -2.328 -3.115  0.10
H: 3.201 -4.046 -1.472  0.11
H: 1.247 -3.564 0.017  0.12

Forces on atoms 1 to 2 (eV/Å):
0.015 0.037 -0.133
-0.281 0.062 0.235

***

Record 4
The following is a quantum chemistry calculation of a structure of composition C29H22Br2N4O3PbS2, from the OMol25 dataset.

Properties
HOMO energy: -7.452 eV
relative energy (zero: lowest compared OMol25 entry of this formula, charge and spin): 0.0 kcal/mol
Kohn-Sham gap: 0.2091 Ha
2S+1: 1
E_LUMO: -1.8 eV

Last column: Löwdin charge in e.
CARTESIAN COORDINATES (ANGSTROEM)
Pb: 0.256 0.560 -0.221  1.43
C: -2.765 -1.300 -3.699  -0.01
C: -1.868 -1.441 -2.497  -0.41
O: -1.060 -0.570 -2.240  -0.05
C: -2.105 -2.684 -1.713  0.04
C: -1.528 -3.158 -0.601  -0.28
C: -2.010 -4.420 0.047  -0.05
N: -0.467 -2.431 0.007  0.09
N: -0.228 -2.840 1.156  0.13
C: 0.816 -2.057 1.801  -0.39
O: 1.678 -1.494 1.171  0.02
C: 0.699 -2.014 3.273  -0.15
C: -0.390 -2.564 3.949  -0.02
C: -0.492 -2.411 5.323  -0.08
C: 0.492 -1.731 6.024  -0.08
C: 1.590 -1.199 5.354  -0.07
C: 1.689 -1.332 3.983  -0.02
H: -3.787 -1.125 -3.351  0.10
H: -2.776 -2.216 -4.291  0.09
H: -2.440 -0.458 -4.303  0.09
H: -2.916 -3.284 -2.108  0.12
H: -2.739 -4.913 -0.591  0.08
H: -2.476 -4.184 1.004  0.06
H: -1.181 -5.099 0.246  0.08
H: -1.156 -3.087 3.396  0.11
H: -1.346 -2.821 5.847  0.11
H: 0.403 -1.609 7.096  0.11
H: 2.355 -0.667 5.904  0.11
H: 2.528 -0.916 3.439  0.12
C: 2.302 2.313 2.119  -0.03
C: 1.086 1.886 2.882  -0.31
C: 0.947 2.154 4.261  -0.01
C: -0.137 1.683 4.940  -0.02
C: -1.128 0.935 4.269  -0.19
C: -2.243 0.320 4.886  -0.64
Br: -2.487 0.444 6.763  0.77
C: -3.130 -0.407 4.149  -0.18
C: -2.961 -0.539 2.763  -0.60
Br: -4.179 -1.611 1.789  0.79
C: -1.912 0.045 2.067  -0.44
O: -1.743 -0.087 0.792  -0.29
C: -0.961 0.772 2.878  -0.15
N: 0.141 1.240 2.231  0.06
H: 3.078 2.681 2.788  0.08
H: 2.047 3.097 1.403  0.05
H: 2.710 1.475 1.547  0.08
H: 1.720 2.713 4.772  0.12
H: -0.237 1.859 6.003  0.09
H: -3.969 -0.892 4.630  0.10
S: 0.786 3.204 -1.177  0.42
C: 2.211 2.525 -1.863  -1.17
N: 2.571 1.277 -1.795  -0.08
C: 3.780 1.050 -2.434  -0.33
C: 4.421 -0.183 -2.526  -0.02
C: 5.627 -0.263 -3.196  -0.10
C: 6.203 0.871 -3.775  -0.10
C: 5.578 2.103 -3.691  -0.10
C: 4.365 2.182 -3.016  -0.49
S: 3.343 3.558 -2.737  1.00
H: 3.966 -1.054 -2.072  0.11
H: 6.133 -1.216 -3.274  0.10
H: 7.148 0.787 -4.296  0.10
H: 6.023 2.982 -4.138  0.10

Forces on atoms 1 to 2 (eV/Å):
0.393 -0.138 -0.347
0.000 -0.003 0.020